{
  "formula": "C38H34AsIrN4O3S4",
  "method": "ωB97M-V with the def2-TZVPD basis set",
  "elements": ["Ir", "O", "C", "C", "C", "C", "C", "C", "C", "C", "C", "O", "C", "C", "C", "C", "C", "C", "C", "C", "C", "C", "C", "C", "N", "C", "C", "C", "C", "C", "C", "C", "C", "C", "C", "C", "C", "H", "H", "H", "H", "H", "H", "H", "H", "H", "H", "H", "H", "H", "H", "H", "H", "H", "H", "H", "H", "H", "H", "H", "H", "H", "H", "H", "S", "As", "S", "S", "S", "C", "N", "C", "C", "C", "N", "C", "O", "N", "H", "H", "H", "H", "H", "H", "H"],
  "positions_angstrom": [[1.0812, 0.2135, -0.9495], [0.1349, 0.0465, 2.7442], [0.3904, 1.3704, 3.1122], [0.3869, 2.3412, 1.9110], [-0.7890, 2.2293, 0.9801], [-1.6394, 3.3230, 0.8643], [-2.7639, 3.2277, 0.0650], [-3.0078, 2.0390, -0.5863], [-2.0941, 0.9950, -0.4714], [-2.3576, -0.3344, -1.1090], [-1.4433, -0.7577, -2.3080], [-0.2201, -1.1071, -1.7979], [-1.3850, 0.2598, -3.4473], [-0.2234, 0.3242, -4.2096], [-0.1442, 1.1693, -5.3063], [-1.2330, 1.9498, -5.6735], [-2.4022, 1.8754, -4.9328], [-2.4717, 1.0371, -3.8292], [-2.0810, -2.0657, -2.8469], [-1.8643, -3.2232, -2.0973], [-2.4195, -4.4331, -2.4795], [-3.1974, -4.5171, -3.6296], [-3.3993, -3.3789, -4.3927], [-2.8438, -2.1626, -4.0046], [-0.9864, 1.0970, 0.2852], [1.7142, 1.4648, 3.8789], [2.0106, 0.4512, 4.7882], [3.2140, 0.4378, 5.4712], [4.1511, 1.4402, 5.2562], [3.8660, 2.4543, 4.3586], [2.6547, 2.4672, 3.6757], [-0.7818, 1.7733, 4.0136], [-0.6754, 2.8475, 4.8913], [-1.7565, 3.2422, 5.6666], [-2.9634, 2.5629, 5.5735], [-3.0755, 1.4903, 4.7003], [-1.9934, 1.0958, 3.9245], [1.3043, 2.2473, 1.3325], [0.3682, 3.3422, 2.3501], [-1.4444, 4.2139, 1.4477], [-3.4440, 4.0650, -0.0361], [-3.8854, 1.9126, -1.2050], [-3.4117, -0.4145, -1.3922], [-2.1610, -1.0923, -0.3491], [0.6156, -0.2965, -3.9230], [0.7770, 1.2153, -5.8755], [-1.1671, 2.6178, -6.5250], [-3.2584, 2.4838, -5.2017], [-3.3962, 0.9877, -3.2669], [-1.2154, -3.1555, -1.2332], [-2.2326, -5.3199, -1.8851], [-3.6265, -5.4649, -3.9342], [-3.9842, -3.4328, -5.3044], [-3.0020, -1.2874, -4.6210], [1.2940, -0.3476, 4.9289], [3.4332, -0.3742, 6.1533], [5.1067, 1.4135, 5.7649], [4.5948, 3.2322, 4.1666], [2.4657, 3.2632, 2.9680], [0.2695, 3.3720, 4.9793], [-1.6528, 4.0759, 6.3513], [-3.8086, 2.8655, 6.1802], [-4.0122, 0.9514, 4.6216], [-2.0695, 0.2581, 3.2456], [5.0473, -0.3857, 0.6298], [3.6505, -1.6229, -0.4288], [2.8156, -0.5691, -2.2083], [1.6180, -1.5264, 0.4620], [4.3225, -3.5945, -0.7689], [0.5122, 5.9678, -2.4796], [1.1971, 4.7884, -2.0000], [2.4150, 4.8734, -1.3840], [3.0098, 3.8019, -0.8426], [2.2618, 2.5638, -0.8933], [1.1283, 2.4551, -1.6539], [0.5307, 3.5412, -2.1780], [-0.5270, 3.5637, -2.7914], [2.4881, 1.4778, -0.2298], [1.1872, 6.8204, -2.4019], [-0.3891, 6.1647, -1.8943], [0.2045, 5.8322, -3.5155], [2.8617, 5.8605, -1.3617], [3.9658, 3.8570, -0.3448], [3.3788, 1.3220, 0.2455], [0.8898, -0.3742, 2.2834]],
  "forces_ev_per_angstrom": [[-0.4, 0.0, 0.8], [-0.1, -0.3, 0.3], [-0.1, 0.1, 0.1], [0.0, 0.2, -0.1], [0.0, 0.1, 0.1], [-0.2, -0.1, 0.2], [0.1, 0.0, 0.0], [0.0, 0.0, -0.1], [0.2, -0.2, 0.1], [-0.3, 0.1, -0.2], [0.0, -0.3, 0.2], [-0.1, 0.1, -0.5], [0.0, 0.0, 0.0], [0.0, 0.1, 0.0], [0.0, 0.0, 0.0], [0.0, 0.0, 0.0], [0.0, 0.0, 0.0], [0.0, 0.1, 0.0], [0.1, 0.0, 0.1], [0.0, 0.0, 0.0], [0.0, 0.0, 0.0], [0.0, 0.0, 0.0], [0.0, 0.0, 0.0], [-0.1, 0.0, 0.0], [0.4, 0.4, -0.5], [0.1, -0.1, -0.1], [0.0, 0.0, 0.0], [0.0, 0.0, 0.0], [0.0, 0.0, 0.0], [0.0, 0.0, 0.0], [0.0, 0.0, 0.0], [0.1, 0.0, 0.1], [0.0, 0.0, 0.0], [0.0, 0.0, 0.0], [0.0, 0.0, 0.0], [0.0, 0.0, 0.0], [0.0, 0.0, 0.0], [0.0, -0.2, 0.1], [0.0, 0.1, -0.2], [0.0, 0.0, 0.0], [0.0, 0.0, 0.0], [0.0, 0.0, 0.0], [0.0, 0.2, 0.0], [0.0, -0.1, -0.1], [0.0, 0.0, 0.0], [0.0, 0.0, 0.0], [0.0, 0.0, 0.0], [0.0, 0.0, 0.0], [0.0, 0.0, 0.0], [0.0, 0.0, 0.0], [0.0, 0.0, 0.0], [0.0, 0.0, 0.0], [0.0, 0.0, 0.0], [0.0, 0.0, 0.0], [0.0, 0.0, 0.0], [0.0, 0.0, 0.0], [0.0, 0.0, 0.0], [0.0, 0.0, 0.0], [0.0, 0.0, 0.0], [0.0, 0.0, 0.0], [0.0, 0.0, 0.0], [0.0, 0.0, 0.0], [0.0, 0.0, 0.0], [0.0, 0.0, 0.0], [-0.1, 0.0, 0.0], [0.7, -0.3, 0.1], [0.0, -0.1, -0.3], [-0.3, 0.0, -0.1], [-0.1, 0.1, 0.0], [0.0, 0.0, 0.0], [0.1, 0.0, 0.1], [-0.1, 0.0, -0.1], [-0.1, -0.1, 0.1], [0.0, 0.2, 0.0], [0.0, -0.1, 0.0], [0.0, -0.1, -0.1], [-0.1, 0.0, 0.0], [0.1, 0.6, 0.1], [0.0, 0.0, 0.0], [0.0, 0.0, 0.0], [0.0, 0.0, 0.0], [0.0, 0.0, 0.0], [0.0, 0.0, 0.0], [0.0, -0.2, 0.0], [0.0, 0.2, -0.3]],
  "e_above_lowest_kj_mol": 0.0,
  "lumo_ev": 4.0,
  "total_energy_ev": -159085.488,
  "orbital_gap_ha": 0.2023,
  "molar_mass_g_mol": 990.12,
  "charge": -2
}

{
  "formula": "C38H34GeN2O2PSn",
  "method": "ωB97M-V with the def2-TZVPD basis set",
  "elements": ["Sn", "N", "P", "C", "C", "C", "C", "C", "C", "C", "C", "C", "C", "C", "C", "C", "C", "C", "C", "C", "N", "H", "H", "H", "H", "H", "H", "H", "H", "H", "H", "H", "H", "H", "H", "H", "O", "C", "O", "C", "C", "Ge", "C", "C", "C", "C", "C", "C", "C", "C", "C", "C", "C", "C", "C", "C", "C", "C", "C", "C", "H", "H", "H", "H", "H", "H", "H", "H", "H", "H", "H", "H", "H", "H", "H", "H", "H", "H", "H"],
  "positions_angstrom": [[-0.5250, 0.3755, 0.7302], [-3.0864, -0.7766, -1.1404], [-1.8478, -1.7743, -0.5158], [-1.9681, -3.2245, -1.5878], [-1.8251, -4.5028, -1.0519], [-1.8907, -5.6086, -1.8849], [-2.0930, -5.4433, -3.2482], [-2.2185, -4.1696, -3.7874], [-2.1444, -3.0585, -2.9620], [-2.4325, -2.3805, 1.0907], [-1.4786, -2.6278, 2.0756], [-1.8591, -3.1119, 3.3206], [-3.2005, -3.3387, 3.5851], [-4.1590, -3.1009, 2.6047], [-3.7776, -2.6323, 1.3591], [-2.9206, 0.5436, -1.5297], [-3.8291, 1.1418, -2.4050], [-3.6362, 2.4539, -2.7668], [-2.5480, 3.1610, -2.2583], [-1.7046, 2.5070, -1.4008], [-1.8819, 1.2182, -1.0389], [-3.8717, -1.2440, -1.5777], [-1.6787, -4.6396, 0.0114], [-1.7878, -6.6009, -1.4669], [-2.1492, -6.3096, -3.8936], [-2.3631, -4.0402, -4.8515], [-2.2152, -2.0673, -3.3946], [-0.4223, -2.4780, 1.8635], [-1.1127, -3.3065, 4.0787], [-3.5037, -3.7046, 4.5570], [-5.2041, -3.2866, 2.8136], [-4.5313, -2.4593, 0.6002], [-4.6619, 0.5685, -2.7900], [-4.3282, 2.9298, -3.4494], [-2.3650, 4.1927, -2.5184], [-0.8559, 3.0183, -0.9665], [3.0799, 0.5611, -1.1560], [2.4937, 0.6478, -0.1201], [1.3122, -0.0031, 0.0878], [2.9842, 1.4302, 1.0787], [3.9064, 2.6121, 0.7754], [3.1109, 4.1879, -0.0786], [4.3634, 5.6476, 0.1827], [3.9930, 6.8345, 0.8129], [4.9217, 7.8479, 1.0197], [6.2332, 7.6842, 0.5993], [6.6191, 6.5072, -0.0290], [5.6902, 5.4953, -0.2338], [2.6961, 4.0317, -1.9728], [3.3013, 4.8871, -2.8941], [2.9966, 4.8057, -4.2490], [2.0843, 3.8654, -4.7034], [1.4762, 3.0017, -3.8011], [1.7852, 3.0902, -2.4518], [1.4346, 4.6122, 0.8392], [0.4712, 5.3914, 0.1906], [-0.6905, 5.7875, 0.8439], [-0.9103, 5.4079, 2.1618], [0.0407, 4.6480, 2.8283], [1.2059, 4.2632, 2.1736], [3.5050, 0.6995, 1.7065], [2.1130, 1.7489, 1.6542], [4.7446, 2.2889, 0.1560], [4.3252, 2.9770, 1.7155], [2.9706, 6.9744, 1.1464], [4.6209, 8.7653, 1.5096], [6.9563, 8.4729, 0.7622], [7.6422, 6.3784, -0.3584], [6.0065, 4.5827, -0.7288], [4.0077, 5.6343, -2.5530], [3.4722, 5.4803, -4.9493], [1.8551, 3.7973, -5.7591], [0.7769, 2.2525, -4.1522], [1.3211, 2.3898, -1.7647], [0.6349, 5.6927, -0.8393], [-1.4203, 6.4022, 0.3313], [-1.8110, 5.7217, 2.6744], [-0.1165, 4.3702, 3.8631], [1.9527, 3.7019, 2.7224]],
  "forces_ev_per_angstrom": [[-0.2, 0.0, 0.2], [0.0, -0.2, -0.1], [-0.1, 0.2, 0.4], [0.2, 0.1, -0.1], [0.0, 0.0, 0.0], [0.0, 0.0, 0.0], [0.0, 0.0, 0.0], [0.0, 0.0, 0.0], [0.0, 0.0, 0.0], [-0.2, -0.1, -0.1], [0.1, -0.1, 0.0], [0.0, 0.0, 0.0], [0.0, 0.0, 0.0], [0.0, 0.0, 0.0], [0.0, 0.0, 0.0], [0.0, -0.2, 0.0], [-0.1, 0.0, 0.0], [0.0, 0.0, -0.1], [0.0, 0.0, 0.0], [0.0, 0.0, 0.0], [0.4, 0.2, 0.0], [0.0, 0.1, 0.1], [0.0, 0.0, 0.0], [0.0, 0.0, 0.0], [0.0, 0.0, 0.0], [0.0, 0.0, 0.0], [0.0, 0.0, 0.0], [0.0, 0.0, 0.0], [0.0, 0.0, 0.0], [0.0, 0.0, 0.0], [0.0, 0.0, 0.0], [0.0, 0.0, 0.0], [0.0, 0.0, 0.0], [0.0, 0.0, 0.0], [0.0, 0.0, 0.0], [0.1, 0.0, 0.1], [0.1, -0.1, -0.1], [-0.2, 0.1, 0.1], [0.2, 0.1, -0.5], [0.0, 0.0, 0.1], [0.0, -0.3, -0.1], [-0.1, 0.1, 0.1], [0.2, 0.0, 0.0], [0.0, 0.0, 0.0], [0.0, 0.0, 0.0], [0.0, 0.0, 0.0], [-0.1, 0.0, 0.0], [0.0, 0.1, 0.0], [0.1, 0.0, -0.2], [-0.1, 0.0, 0.0], [0.0, 0.0, 0.0], [0.0, 0.0, 0.0], [0.0, 0.1, 0.1], [-0.1, 0.0, 0.0], [-0.1, 0.1, 0.1], [-0.1, -0.1, 0.0], [0.0, 0.0, 0.0], [0.0, 0.0, 0.0], [0.0, 0.0, 0.0], [-0.1, 0.0, -0.1], [0.0, 0.0, 0.0], [0.0, 0.0, 0.0], [0.0, -0.1, 0.0], [0.1, 0.0, 0.0], [0.0, 0.0, 0.0], [0.0, 0.0, 0.0], [0.0, 0.0, 0.0], [0.0, 0.0, 0.0], [0.0, 0.0, 0.0], [0.0, 0.0, 0.0], [0.0, 0.0, 0.0], [0.0, 0.0, 0.0], [0.0, 0.0, 0.0], [0.0, 0.0, 0.0], [0.0, 0.0, 0.0], [0.0, 0.0, 0.0], [0.0, 0.0, 0.0], [0.0, 0.0, 0.0], [0.0, 0.0, 0.0]],
  "lumo_ev": -3.5,
  "total_energy_ev": -118665.266,
  "orbital_gap_ha": 0.2720,
  "molar_mass_g_mol": 773.00,
  "charge": 1
}